Here is a cluster of 3 separate species, C20H46F6N6O9P2S in total from the Open Molecules 2025 dataset. Energies are from wB97M-V/def2-TZVPD.

Total charge = 0
HOMO energy = -8.005 eV
Lowest unoccupied orbital energy = -0.0771 Eh
Frontier orbital gap = 5.9 eV
Total energy = -94555.093 eV
2S+1 = 1
Energy relative to the best compared isomer or geometry (same formula, charge and spin) = 13.980 eV

Last columns: bonded neighbours and bond lengths (Å).
CARTESIAN COORDINATES (ANGSTROEM)
1 O 1.046 -1.584 3.290  C2 1.362
2 C 0.761 -2.770 2.684  O1 1.362, O3 1.471, C19 1.657
3 O 1.471 -3.139 1.450  C2 1.471, C4 1.471
4 C 0.896 -2.497 0.257  O3 1.471, C5 1.669, S12 1.873, H23 1.193
5 C -0.758 -2.291 0.346  C4 1.669, O6 1.501, H24 1.177, H25 1.172
6 O -1.222 -2.103 -1.068  C5 1.501, C7 1.472
7 C -2.589 -1.559 -1.085  O6 1.472, O8 1.472, H26 1.194, H27 1.191
8 O -3.619 -2.446 -0.518  C7 1.472, C9 1.500
9 C -4.212 -1.836 0.717  O8 1.500, C10 1.641, H28 1.176, H29 1.188
10 C -5.211 -0.571 0.403  C9 1.641, O11 1.499, H30 1.193, H31 1.187
11 O -4.625 0.756 0.777  C10 1.499, H32 1.008
12 S 1.729 -0.905 -0.273  C4 1.873, O13 1.556, O14 1.574, C15 1.873
13 O 0.762 0.186 -0.817  S12 1.556
14 O 2.691 -1.276 -1.461  S12 1.574
15 C 2.795 -0.091 1.035  S12 1.873, F16 1.509, F17 1.498, F18 1.511
16 F 2.049 0.896 1.899  C15 1.509
17 F 3.609 -1.056 1.840  C15 1.498
18 F 3.809 0.751 0.296  C15 1.511
19 C -0.352 -3.711 3.472  C2 1.657, F20 1.489, F21 1.497, F22 1.511
20 F -0.101 -5.173 3.340  C19 1.489
21 F -1.768 -3.321 3.180  C19 1.497
22 F -0.158 -3.403 4.938  C19 1.511
23 H 1.052 -3.269 -0.639  C4 1.193
24 H -1.210 -3.324 0.682  C5 1.177
25 H -1.034 -1.390 1.042  C5 1.172
26 H -2.869 -1.410 -2.236  C7 1.194
27 H -2.595 -0.461 -0.622  C7 1.191
28 H -3.303 -1.583 1.419  C9 1.176
29 H -4.858 -2.692 1.229  C9 1.188
30 H -5.345 -0.533 -0.782  C10 1.193
31 H -6.261 -0.667 0.947  C10 1.187
32 H -4.741 0.921 1.765  O11 1.008
33 C 0.721 -2.926 -6.865  N34 1.455, H44 1.094, H45 1.098, H46 1.085
34 N -0.207 -2.570 -5.802  C33 1.455, C35 1.469, P36 1.725
35 C 0.560 -2.286 -4.581  N34 1.469, H47 1.093, H48 1.094, H49 1.095
36 P -1.814 -3.133 -5.529  N34 1.725, O37 1.548, N38 1.727, N41 1.780
37 O -2.199 -1.775 -4.893  P36 1.548
38 N -2.736 -2.806 -6.952  P36 1.727, C39 1.454, C40 1.468
39 C -2.152 -2.533 -8.256  N38 1.454, H50 1.096, H51 1.098, H52 1.092
40 C -3.939 -1.981 -6.795  N38 1.468, H53 1.096, H54 1.095, H55 1.097
41 N -1.371 -4.695 -6.260  P36 1.780, C42 1.483, C43 1.481
42 C -2.533 -5.538 -6.631  N41 1.483, H56 1.096, H57 1.097, H58 1.093
43 C -0.597 -5.535 -5.319  N41 1.481, H59 1.095, H60 1.090, H61 1.097
44 H 1.195 -3.899 -6.711  C33 1.094
45 H 1.530 -2.185 -6.932  C33 1.098
46 H 0.277 -2.926 -7.855  C33 1.085
47 H 0.959 -3.201 -4.136  C35 1.093
48 H -0.051 -1.793 -3.819  C35 1.094
49 H 1.398 -1.608 -4.781  C35 1.095
50 H -1.566 -1.607 -8.253  C39 1.096
51 H -2.924 -2.436 -9.030  C39 1.098
52 H -1.539 -3.370 -8.597  C39 1.092
53 H -3.693 -0.914 -6.742  C40 1.096
54 H -4.487 -2.263 -5.890  C40 1.095
55 H -4.635 -2.130 -7.629  C40 1.097
56 H -3.204 -5.682 -5.776  C42 1.096
57 H -2.206 -6.523 -6.987  C42 1.097
58 H -3.114 -5.120 -7.456  C42 1.093
59 H -1.153 -5.707 -4.392  C43 1.095
60 H 0.360 -5.086 -5.052  C43 1.090
61 H -0.348 -6.504 -5.768  C43 1.097
62 C 3.772 3.381 5.096  N63 1.455, H73 1.094, H74 1.098, H75 1.085
63 N 2.351 3.697 5.118  C62 1.455, C64 1.469, P65 1.725
64 C 1.644 2.750 4.245  N63 1.469, H76 1.093, H77 1.095, H78 1.095
65 P 1.582 5.231 5.292  N63 1.725, O66 1.548, N67 1.727, N70 1.780
66 O 0.377 4.564 6.000  P65 1.548
67 N 2.143 5.937 6.765  P65 1.727, C68 1.454, C69 1.468
68 C 3.349 5.520 7.461  N67 1.454, H79 1.096, H80 1.098, H81 1.092
69 C 1.128 6.300 7.761  N67 1.468, H82 1.096, H83 1.095, H84 1.097
70 N 2.967 5.998 4.480  P65 1.780, C71 1.483, C72 1.481
71 C 3.026 7.470 4.649  N70 1.483, H85 1.096, H86 1.097, H87 1.093
72 C 2.913 5.802 3.013  N70 1.481, H88 1.095, H89 1.090, H90 1.097
73 H 4.248 3.618 4.140  C62 1.094
74 H 3.929 2.309 5.273  C62 1.098
75 H 4.343 3.868 5.880  C62 1.085
76 H 1.831 2.963 3.189  C64 1.093
77 H 0.560 2.785 4.397  C64 1.095
78 H 1.944 1.716 4.446  C64 1.095
79 H 3.274 4.487 7.821  C68 1.096
80 H 3.556 6.160 8.328  C68 1.098
81 H 4.231 5.638 6.829  C68 1.092
82 H 0.798 5.429 8.338  C69 1.096
83 H 0.258 6.758 7.280  C69 1.095
84 H 1.513 7.049 8.465  C69 1.097
85 H 2.084 7.940 4.345  C71 1.096
86 H 3.840 7.902 4.053  C71 1.097
87 H 3.243 7.770 5.678  C71 1.093
88 H 1.979 6.193 2.596  C72 1.095
89 H 2.988 4.752 2.731  C72 1.090
90 H 3.757 6.298 2.517  C72 1.097